Density functional theory data (wB97M-V/def2-TZVPD) for C12H19F4N3O6P2Pd as an isolated structure in a non-equilibrium geometry.

Computed properties:
Lowest unoccupied orbital energy: -0.8 eV
HOMO level: -7.40 eV
ΔE to the lowest compared entry with this formula, charge and spin: 90.55 kJ/mol
Calculated total energy: -2294.5928 a.u.
M: 545.7 Da
Kohn-Sham gap: 6.6 eV

Geometry as ORCA input:
```
! RIJCOSX wB97M-V def2-TZVPD def2/J DEFGRID3
* xyz 0 1
Pd -0.051 -0.170 0.115
C 0.431 -1.748 -2.249
N 0.362 -0.330 -1.867
C -0.660 0.369 -2.661
C 1.658 0.368 -1.976
C 2.638 -0.161 -0.970
N 1.946 -0.249 0.303
C 2.631 -0.470 1.453
C 1.889 -0.716 2.618
F 0.532 -0.809 2.542
C 2.496 -0.927 3.839
F 1.709 -1.153 4.909
C 3.869 -0.924 3.984
C 4.614 -0.721 2.839
F 5.953 -0.725 2.903
C 4.024 -0.509 1.604
F 4.848 -0.336 0.538
H 0.699 -1.836 -3.308
H -0.540 -2.200 -2.065
H 1.171 -2.265 -1.644
H -0.384 0.324 -3.720
H -0.739 1.399 -2.322
H -1.618 -0.115 -2.498
H 1.455 1.425 -1.792
H 2.083 0.284 -2.988
H 3.513 0.500 -0.952
H 3.011 -1.154 -1.257
H 4.340 -1.087 4.940
N -2.248 -0.076 3.181
C -2.851 0.202 1.810
C -4.337 0.510 1.959
P -2.564 -1.448 0.891
O -4.032 -2.092 0.754
O -1.787 -2.239 1.883
O -2.060 -1.168 -0.506
P -1.872 1.682 1.200
O -2.795 2.859 1.812
O -0.576 1.585 1.964
O -1.838 1.755 -0.282
H -1.928 -1.075 3.133
H -2.924 0.083 3.925
H -1.419 0.540 3.272
H -4.880 -0.347 2.358
H -4.753 0.734 0.979
H -4.494 1.385 2.587
H -4.356 -1.996 -0.144
H -2.509 3.724 1.518
*
```

***

Density functional theory data (wB97M-V/def2-TZVPD) for one molecule with the formula C6H12N2 in a non-equilibrium geometry.

Computed properties:
Lowest unoccupied orbital energy: 0.8 eV
HOMO level: -8.62 eV
ΔE to the lowest compared entry with this formula, charge and spin: 417.05 kJ/mol
Calculated total energy: -345.1690 a.u.
M: 112.2 Da
SMILES: C=C/C(C)=N/N(C)C
Kohn-Sham gap: 9.4 eV

Geometry as ORCA input:
```
! RIJCOSX wB97M-V def2-TZVPD def2/J DEFGRID3
* xyz 0 1
C 0.126 2.891 -0.300
C -0.124 2.065 -1.309
C -0.093 0.476 -1.008
C -0.580 -0.487 -1.967
N 0.249 0.293 0.244
N 0.354 -1.171 0.542
C -0.832 -1.554 1.222
C 1.583 -1.003 1.493
H 0.453 2.352 0.669
H -0.254 3.933 -0.271
H -0.665 2.300 -2.222
H -0.186 -0.499 -3.022
H -1.679 -0.532 -1.880
H -0.346 -1.486 -1.638
H -1.669 -1.650 0.440
H -0.930 -0.673 1.995
H -0.896 -2.566 1.753
H 2.459 -0.772 0.841
H 1.555 -1.899 2.150
H 1.475 -0.019 2.266
*
```

***

Density functional theory data (wB97M-V/def2-TZVPD) for one molecule with the formula C5H10 in a non-equilibrium geometry.

Computed properties:
Lowest unoccupied orbital energy: 1.1 eV
HOMO level: -9.91 eV
ΔE to the lowest compared entry with this formula, charge and spin: 120.79 kJ/mol
Calculated total energy: -196.4624 a.u.
M: 70.1 Da
SMILES: CC1(C)CC1
Kohn-Sham gap: 11.1 eV

Geometry as ORCA input:
```
! RIJCOSX wB97M-V def2-TZVPD def2/J DEFGRID3
* xyz 0 1
C 1.328 -0.641 -0.215
C -0.095 -0.028 -0.026
C -1.166 -0.999 -0.510
C -0.205 0.847 1.191
C -0.171 1.466 -0.181
H 2.110 0.113 -0.072
H 1.532 -1.452 0.504
H 1.510 -1.082 -1.210
H -0.468 -1.747 -0.852
H -1.817 -1.456 0.248
H -1.776 -0.687 -1.371
H -1.133 0.913 1.756
H 0.694 0.872 1.800
H -1.085 1.943 -0.534
H 0.741 1.938 -0.529
*
```

***

Density functional theory data (wB97M-V/def2-TZVPD) for one molecule with the formula C5H6O2S.

Computed properties:
Lowest unoccupied orbital energy: 0.5 eV
HOMO level: -9.65 eV
ΔE to the lowest compared entry with this formula, charge and spin: 12.10 kJ/mol
Calculated total energy: -742.7803 a.u.
M: 130.2 Da
SMILES: C=C1C[C@@H](S)C(=O)O1
Kohn-Sham gap: 10.2 eV

Geometry as ORCA input:
```
! RIJCOSX wB97M-V def2-TZVPD def2/J DEFGRID3
* xyz 0 1
C 1.359 1.066 -1.741
C 0.809 0.371 -0.752
C -0.606 -0.079 -0.542
C -0.670 -0.215 0.992
S -1.722 -1.524 1.667
C 0.795 -0.490 1.355
O 1.232 -1.000 2.338
O 1.581 -0.061 0.321
H 2.423 1.291 -1.740
H 0.716 1.382 -2.544
H -1.338 0.628 -0.955
H -0.785 -1.043 -1.008
H -0.934 0.725 1.470
H -2.860 -1.051 1.140
*
```

***

Q: Among the records above, which one has the lowest M?
A: C5H10

***

Q: Which of these has the lowest lowest unoccupied orbital energy?
A: C12H19F4N3O6P2Pd

***

Q: The lowest lowest unoccupied orbital energy belongs to which entry?
A: C12H19F4N3O6P2Pd